Computed, not measured: C37H40N7OP2S3Tc as an isolated structure, with wB97M-V/def2-TZVPD.

```
91
Properties=species:S:1:pos:R:3:forces:R:3:mulliken_spin:R:1
Tc -0.03034 0.24013 0.36667 2.3 0.9 0.3 1.019
S 2.23357 0.29393 0.17802 -0.9 -0.1 0.0 -0.051
S 1.57320 3.72720 -1.30345 0.1 -0.2 0.0 0.006
S -0.71773 2.54597 0.33619 -0.5 -0.3 0.3 0.061
P -0.50067 -0.15233 -2.02444 0.0 -0.3 0.3 -0.048
P -0.34689 -2.15014 -0.17112 -0.9 0.1 -0.1 -0.039
O 2.27312 2.88499 1.90868 0.4 0.3 0.2 0.002
N 4.27915 3.93010 1.77466 -0.3 -0.2 0.2 0.000
N -0.79599 -1.80294 -1.74610 0.3 -0.1 -0.2 -0.008
N 0.42362 4.89431 0.63268 0.1 0.7 0.2 0.014
N 3.93989 -0.03290 2.19551 -0.3 0.2 -0.2 0.008
N 0.47799 0.00605 2.37354 -0.1 -0.3 0.2 -0.052
N 1.76084 -0.08223 2.85092 -0.4 0.0 -0.5 -0.009
N -1.91677 0.08750 1.29650 -0.8 0.2 -0.4 -0.017
C 3.29979 3.28859 2.46395 -0.1 -0.1 -0.1 0.000
C 0.99064 -3.32220 -0.21378 0.2 0.0 0.2 -0.004
C -2.66999 -3.64216 -0.20958 -0.1 0.0 0.0 0.000
C 3.05932 -5.16482 -0.30268 0.0 0.0 0.1 -0.003
C 3.54076 3.11293 3.94661 0.1 0.1 -0.1 0.000
C -2.02953 0.53664 -2.64725 -0.1 0.3 0.0 0.014
C 2.00919 -0.42864 -3.20985 -0.1 0.1 -0.2 0.000
C 2.63277 0.04439 1.90249 0.5 -0.1 0.3 0.022
C 1.76758 -3.43710 -1.36609 0.1 0.0 -0.1 0.000
C 2.85506 -0.57319 -4.29931 0.0 0.0 0.1 0.000
C -3.08968 -0.29155 -3.01323 0.0 0.0 -0.1 0.002
C 2.79339 -4.36935 -1.41029 0.1 0.0 0.0 0.001
C -2.13077 1.92342 -2.80800 -0.1 -0.1 -0.1 0.000
C -4.24154 0.26497 -3.55804 0.0 0.0 0.0 0.000
C 1.91202 5.51894 -1.13338 -0.1 -0.1 0.1 0.000
C -3.70741 -4.35757 0.37723 0.0 0.0 0.0 0.000
C -2.90524 -3.75463 2.56970 0.1 0.0 0.0 0.003
C -3.12551 0.11608 0.69437 0.5 0.0 0.4 0.017
C 0.65213 -0.14367 -3.40598 0.1 0.2 0.0 0.009
C -4.33641 1.64008 -3.73090 0.0 0.0 0.0 0.002
C -1.87188 -3.03123 1.98852 0.0 -0.1 0.0 0.000
C 0.45461 3.76817 0.00128 0.2 -0.7 -0.8 0.008
C 1.25854 -4.11832 0.90566 0.1 -0.1 -0.1 -0.006
C -1.75017 -2.97243 0.59505 0.1 0.0 0.4 -0.001
C -4.29820 0.13043 1.42256 -0.1 -0.1 0.0 -0.005
C -0.28306 -0.09445 4.70831 -0.1 0.0 0.0 -0.005
C -4.22560 0.11843 2.80407 -0.1 0.0 0.2 0.013
C 2.35223 -0.44158 -5.58986 0.1 0.0 -0.1 0.000
C 0.15953 0.01681 -4.70481 0.1 0.0 -0.1 0.001
C -1.84628 0.06101 2.65708 0.4 0.0 -0.4 0.033
C -3.82427 -4.41432 1.76086 -0.1 0.0 0.0 -0.001
C -2.98181 0.08271 3.42462 -0.5 0.0 0.4 -0.002
C -3.28236 2.47118 -3.35907 0.1 0.0 0.1 -0.002
C 2.29575 -5.03876 0.85503 0.0 0.1 0.0 0.001
C -0.49363 -0.00642 3.24116 0.0 0.1 -0.2 0.011
C 1.01314 -0.14263 -5.79175 -0.1 0.0 0.0 0.000
C 1.47856 5.87259 0.28744 -0.2 -0.1 -0.1 -0.002
H 2.96754 5.70453 -1.30425 0.0 0.0 0.0 0.001
H -2.90486 0.06840 4.50433 -0.1 0.0 -0.1 0.001
H 2.50341 -5.66435 1.71587 0.0 0.0 -0.1 0.000
H -3.35925 3.54387 -3.50454 0.0 -0.1 0.0 0.000
H -5.24971 0.15415 0.90656 0.1 0.0 0.0 0.000
H 4.21244 4.01547 0.77526 0.0 -0.1 0.0 0.000
H -4.41807 -4.88396 -0.24919 0.0 0.0 0.0 0.000
H -1.14932 -2.52197 2.62298 0.0 -0.1 -0.1 -0.001
H 3.38552 -4.47659 -2.31280 -0.1 0.0 0.1 0.000
H -5.06430 -0.37799 -3.85348 0.1 0.1 0.0 0.000
H 0.62617 -0.03234 -6.79988 0.0 0.0 0.1 0.000
H -2.58343 -3.61633 -1.29054 0.0 0.0 0.1 0.000
H -4.63536 -4.97890 2.21213 0.1 0.1 -0.1 0.000
H 2.29614 5.77394 0.99475 0.1 -0.1 0.2 0.000
H 0.74282 0.13011 4.95992 0.1 0.0 0.0 -0.001
H 3.01103 -0.56995 -6.44297 -0.1 0.0 0.1 0.000
H 1.08639 6.88232 0.34870 -0.1 0.1 0.0 0.000
H -0.50204 -1.11369 5.04728 0.0 0.1 0.0 0.001
H 1.57134 -2.81666 -2.23493 0.0 -0.1 0.1 0.000
H -3.13432 0.13612 -0.38829 0.1 0.0 0.0 0.008
H 3.90686 -0.78825 -4.14571 -0.1 0.0 0.0 0.000
H -5.13099 0.13787 3.40140 0.1 0.0 0.0 -0.001
H 2.74919 2.50200 4.37210 0.0 0.0 0.0 0.000
H 0.65361 -4.04419 1.80312 0.0 0.0 -0.1 -0.001
H -0.20927 5.03927 1.40969 0.1 0.0 0.0 0.001
H 4.63647 0.00131 1.47600 0.1 0.0 -0.1 0.000
H 1.33037 6.03788 -1.88942 0.0 0.0 0.0 0.000
H -5.23439 2.06795 -4.16535 0.1 0.0 0.1 0.000
H 3.54522 4.08755 4.44626 0.0 -0.1 -0.1 0.000
H 4.51625 2.65033 4.13519 -0.2 0.1 0.0 0.000
H -0.88251 0.26381 -4.87411 0.1 0.0 0.0 0.000
H 5.12758 4.23087 2.22152 0.0 0.0 0.0 0.000
H 4.22813 -0.19521 3.14643 0.0 -0.1 0.0 0.000
H -2.98553 -3.82226 3.65200 0.0 0.0 -0.2 0.000
H -3.01374 -1.36891 -2.89109 0.0 0.2 0.0 0.001
H -0.73628 -2.48443 -2.49072 -0.1 -0.1 -0.1 -0.003
H -0.95037 0.58255 5.24126 0.0 0.0 0.0 0.000
H -1.30786 2.57084 -2.51927 -0.1 0.0 -0.1 0.006
H 2.40790 -0.54352 -2.21393 0.0 0.0 0.1 -0.004
H 3.86259 -5.89360 -0.34271 -0.1 0.1 0.0 0.000
```
Positions in Å, forces in eV/Å.

**Frontier orbital gap (spin up / spin down)**: 5.83 / 6.33 eV
**LUMO energy (spin up / spin down)**: -0.378 / -0.362 hartree
**Charge**: +3
**Spin multiplicity**: 2